Record 1
DFT (ωB97M-V/def2-TZVPD) results for C5H14ClN2 as an isolated structure in a non-equilibrium geometry.

Computed properties:
- total charge = +1
- total energy (Ha) = -768.2942
- Kohn-Sham gap (eV) = 10.043
- ΔE to the lowest compared entry with this formula, charge and spin (eV) = 1.286

Cartesian coordinates (Å):
C  1.297  -2.043  -0.212
N  1.357  -0.590  -0.149
C  2.775  -0.053  -0.145
C  0.291  0.076  0.494
Cl  0.611  1.819  0.553
H  2.191  -2.423  -0.719
H  1.206  -2.498  0.785
H  0.421  -2.301  -0.812
H  3.430  -0.776  -0.626
H  2.840  0.865  -0.731
H  3.192  0.151  0.848
H  0.110  -0.396  1.530
C  -1.664  0.971  -1.277
N  -1.482  0.238  0.028
C  -2.284  0.946  1.110
H  -1.068  0.450  -2.028
H  -2.712  0.966  -1.598
H  -1.353  2.024  -1.145
H  -1.700  -0.771  -0.027
H  -2.117  0.425  2.053
H  -1.986  2.005  1.165
H  -3.356  0.914  0.902

Record 2
DFT (ωB97M-V/def2-TZVPD) results for one molecule with the formula C4H4O3.

Computed properties:
- total charge = 0
- total energy (Ha) = -380.4550
- Kohn-Sham gap (eV) = 10.628
- ΔE to the lowest compared entry with this formula, charge and spin (eV) = 2.503
- SMILES string = O=CC1(C=O)CO1

Cartesian coordinates (Å):
O  -0.792  1.906  -1.079
C  -0.912  1.186  -0.119
C  -0.054  -0.048  -0.035
C  1.214  0.157  -0.840
O  2.096  0.831  -0.370
C  -0.158  -1.106  0.974
O  -0.897  -1.183  -0.233
H  -1.707  1.331  0.637
H  1.271  -0.275  -1.854
H  0.647  -1.840  1.015
H  -0.708  -0.960  1.905

Record 3
DFT (ωB97M-V/def2-TZVPD) results for a 2-piece molecular cluster, C11H14FNO8P overall in a non-equilibrium geometry.

Computed properties:
- total charge = +1
- total energy (Ha) = -1525.3730
- Kohn-Sham gap (eV) = 9.756
- ΔE to the lowest compared entry with this formula, charge and spin (eV) = 0.000

Cartesian coordinates (Å):
O  0.021  1.347  3.882
C  0.302  0.897  2.812
O  1.066  -0.249  2.721
P  2.490  -0.348  1.960
O  3.383  -1.291  2.614
O  2.991  1.157  1.888
O  2.177  -0.693  0.447
C  -0.223  1.530  1.556
C  0.427  2.675  1.101
C  -0.036  3.308  -0.020
N  -1.114  2.811  -0.636
C  -1.763  1.730  -0.210
C  -1.357  1.036  0.910
C  -2.071  -0.189  1.403
C  -3.601  -0.030  1.526
F  -4.000  1.252  1.159
H  3.251  1.458  2.772
H  2.827  -1.370  0.206
H  1.290  3.056  1.616
H  0.424  4.197  -0.417
H  -1.460  3.268  -1.469
H  -2.632  1.410  -0.759
H  -1.819  -1.033  0.760
H  -1.676  -0.436  2.385
H  -3.914  -0.185  2.555
H  -4.138  -0.742  0.906
C  0.890  -3.363  -3.571
C  1.781  -2.136  -3.532
O  0.901  -1.145  -2.976
C  -0.062  -1.780  -2.276
O  -0.834  -1.229  -1.557
O  -0.024  -3.102  -2.493
H  1.416  -4.296  -3.397
H  0.319  -3.435  -4.497
H  2.633  -2.259  -2.862
H  2.134  -1.819  -4.508

Record 4
DFT (ωB97M-V/def2-TZVPD) results for AgBrMn as an isolated structure in a non-equilibrium geometry.

Computed properties:
- total charge = +2
- total energy (Ha) = -3871.1545
- Kohn-Sham gap (spin up / spin down) (eV) = 7.055 / 7.140
- multiplicity = 8

Cartesian coordinates (Å):
Ag  1.559  1.482  1.203
Mn  -1.915  -1.611  -0.470
Br  0.356  0.128  -0.732

Record 5
DFT (ωB97M-V/def2-TZVPD) results for a 2-piece molecular cluster, CH3ClNO overall in a non-equilibrium geometry.

Computed properties:
- total charge = -1
- total energy (Ha) = -629.9093
- Kohn-Sham gap (spin up / spin down) (eV) = 7.054 / 7.496
- ΔE to the lowest compared entry with this formula, charge and spin (eV) = 7.952

Cartesian coordinates (Å):
C  0.235  0.050  0.602
N  0.148  -0.618  -0.657
O  -1.870  -0.345  -0.841
Cl  0.736  0.286  -1.940
H  0.362  -0.600  1.334
H  1.116  0.683  0.648
H  -0.728  0.545  0.853

Record 6
DFT (ωB97M-V/def2-TZVPD) results for one molecule with the formula C5H5NOS in a non-equilibrium geometry.

Computed properties:
- total charge = 0
- total energy (Ha) = -721.5442
- Kohn-Sham gap (eV) = 8.170
- ΔE to the lowest compared entry with this formula, charge and spin (eV) = 4.775
- SMILES string = C#CC(=S)N(O)C=C

Cartesian coordinates (Å):
C  2.067  2.056  -0.051
C  1.732  0.876  0.022
C  1.282  -0.466  -0.013
S  2.438  -1.615  -0.113
N  -0.032  -0.706  0.022
O  -0.547  -1.952  0.088
C  -1.012  0.279  -0.005
C  -2.258  -0.044  -0.172
H  2.378  3.019  0.232
H  0.194  -2.514  0.282
H  -0.659  1.318  0.093
H  -2.670  -1.040  -0.038
H  -2.912  0.789  -0.348

Record 7
DFT (ωB97M-V/def2-TZVPD) results for a 2-piece molecular cluster, C16H20N2O9P overall in a non-equilibrium geometry.

Computed properties:
- total charge = +1
- total energy (Ha) = -1749.5468
- Kohn-Sham gap (eV) = 7.523
- ΔE to the lowest compared entry with this formula, charge and spin (eV) = 0.000

Cartesian coordinates (Å):
C  5.724  -0.384  1.286
C  5.430  -1.880  1.463
C  4.214  -2.388  0.686
C  3.708  -3.689  1.275
O  3.170  -1.385  0.511
C  2.429  -1.108  1.584
O  2.809  -0.640  2.601
C  0.942  -1.332  1.438
C  0.334  -2.520  1.817
C  -1.035  -2.644  1.714
N  -1.782  -1.629  1.261
N  -3.174  -1.766  1.166
C  -1.222  -0.473  0.871
C  0.149  -0.285  0.950
P  0.815  1.337  0.442
O  1.190  2.169  1.577
O  1.978  1.070  -0.589
O  -0.373  1.928  -0.430
H  5.239  -0.005  0.388
H  6.787  -0.192  1.189
H  5.347  0.197  2.119
H  6.303  -2.477  1.220
H  5.241  -2.050  2.524
H  4.560  -2.613  -0.318
H  3.193  -3.570  2.227
H  4.583  -4.304  1.468
H  3.114  -4.252  0.559
H  0.943  -3.326  2.188
H  -1.566  -3.535  2.008
H  -3.521  -2.225  2.002
H  -3.596  -0.843  1.163
H  -1.868  0.305  0.506
H  2.820  0.884  -0.147
H  -0.115  2.825  -0.702
C  -3.871  4.138  -3.187
C  -5.129  3.852  -3.560
C  -5.832  2.601  -3.095
O  -6.974  2.417  -3.457
C  -5.100  1.675  -2.236
C  -3.850  1.970  -1.877
C  -3.162  3.227  -2.318
O  -2.025  3.395  -1.903
O  -3.086  1.193  -1.098
O  -5.838  4.637  -4.352
H  -3.358  5.032  -3.510
H  -5.604  0.772  -1.921
H  -2.234  1.683  -1.037
H  -6.708  4.209  -4.466

Record 8
DFT (ωB97M-V/def2-TZVPD) results for a 6-piece molecular cluster, C2H16O5S overall in a non-equilibrium geometry.

Computed properties:
- total charge = 0
- total energy (Ha) = -860.1666
- Kohn-Sham gap (eV) = 8.827
- ΔE to the lowest compared entry with this formula, charge and spin (eV) = 0.660
- SMILES string = CSC.O.O.O.O.O

Cartesian coordinates (Å):
C  0.872  2.154  -0.748
S  0.227  3.291  0.508
C  -1.494  3.396  0.026
H  0.099  1.465  -1.092
H  1.729  1.637  -0.329
H  1.158  2.686  -1.659
H  -2.222  3.087  0.773
H  -1.745  4.423  -0.256
H  -1.706  2.825  -0.878
O  2.102  -1.643  -0.740
H  1.149  -1.524  -0.597
H  2.140  -1.378  -1.668
O  0.312  -0.293  1.784
H  1.105  -0.146  1.254
H  0.655  -0.908  2.447
O  -2.068  -1.176  0.479
H  -1.522  -0.808  1.197
H  -2.315  -2.029  0.857
O  1.121  -3.152  1.568
H  1.803  -2.816  0.970
H  1.549  -3.884  2.023
O  -0.572  -1.767  -1.961
H  -1.226  -2.364  -2.342
H  -1.153  -1.075  -1.614

Q: Among the records above, which one has the lowest total charge?
A: CH3ClNO